1.
# C4H5N3

2 unconnected molecules or ions with the total composition C4H5N3 at a distorted geometry (the ωB97M-V functional and the def2-TZVPD basis, OMol25).

```
! wB97M-V def2-TZVPD RIJCOSX def2/J DEFGRID3
* xyz 0 1
H 1.00 2.12 -0.61
C -1.20 2.56 -0.30
N 1.46 -0.31 -0.08
H -2.19 2.77 -0.05
H -0.81 -2.70 0.00
N -0.35 -0.81 0.91
C 0.96 -1.49 -0.66
C -0.01 2.37 -0.39
C -0.18 -1.82 0.05
N 0.68 0.00 0.88
H 1.54 -1.93 -1.52
H -0.90 -0.76 1.77
*
```

Calculated values
LUMO: 0.827 eV
SMILES string: c1c[nH]nn1.C#C
E_HOMO: -9.6114 eV
HOMO-LUMO gap: 10.4 eV
energy relative to the best compared isomer or geometry (same formula, charge and spin): 407.1 kJ/mol

These are the Mulliken partial charges, in e, on atoms 1 to 2:
1 H 0.4952
2 C -0.4502


2.
# C22H36O2P2Zn

A molecular structure, C22H36O2P2Zn at a distorted geometry (the ωB97M-V functional and the def2-TZVPD basis, OMol25).

```
! wB97M-V def2-TZVPD RIJCOSX def2/J DEFGRID3
* xyz 0 1
H -1.24 -1.43 2.74
C -1.43 5.41 4.15
C 3.91 -0.50 -0.14
O -1.73 1.63 2.12
C -0.70 -3.55 -0.70
C -0.51 -3.60 -3.24
H -1.34 -3.45 -3.97
H 3.71 -1.26 0.62
H 2.89 1.99 -2.17
H -4.52 -0.32 0.95
C -1.47 2.76 1.44
H -2.32 -0.38 3.78
H 2.29 1.67 1.40
H 0.56 -0.76 0.89
P 2.32 0.35 -0.62
H 0.43 -2.13 -4.52
H 1.33 -3.64 -4.42
C 0.76 -2.93 -3.82
C -3.96 0.61 0.84
C -1.06 5.16 1.39
C -2.21 -0.90 2.82
C 0.35 -4.55 -0.37
C -0.05 -0.53 -0.03
H -0.99 7.49 3.88
C -1.54 4.16 3.58
H -3.89 0.86 -0.21
H 1.62 -5.00 -2.09
P -2.37 0.30 1.55
H -0.96 5.06 0.29
C -1.36 4.03 2.19
H -0.36 -4.68 -3.14
H -3.02 -1.64 2.65
H 4.63 0.25 0.23
C 1.93 -2.92 -1.52
H -0.65 7.29 1.41
Zn 0.25 -0.96 -2.54
C 1.69 -2.31 -2.75
H 4.36 -1.00 -1.03
H 0.59 -4.42 0.71
H -4.42 1.42 1.42
H 1.55 2.53 0.08
O -1.16 2.68 0.29
C -0.93 6.41 2.00
H -1.85 -2.29 -1.99
C -0.96 -2.95 -1.91
H -1.31 -3.31 0.18
C -1.09 6.52 3.39
C 2.53 0.98 -2.33
H 0.29 -1.37 -0.77
H -1.56 5.47 5.22
C -1.48 -0.53 0.13
H -1.80 3.25 4.10
C 1.63 -4.34 -1.22
H 2.55 -1.76 -3.19
H 1.66 1.02 -2.97
H 0.01 -5.61 -0.45
C 2.39 1.87 0.32
H -2.03 -0.12 -0.72
H 2.45 -4.71 -0.58
H 3.34 0.43 -2.84
H 2.67 -2.48 -0.83
H 3.34 2.31 0.13
H -1.76 -1.61 0.21
*
```

Calculated values
LUMO (spin up / spin down): -0.260 / -0.258 eV
E_HOMO (spin up / spin down): -3.7403 / -3.7446 eV
HOMO-LUMO gap (spin up / spin down): 3.5 / 3.5 eV

These are the Mulliken partial charges, in e, on atoms 1 to 2:
1 H 0.3142
2 C -0.6190


3.
# C8H11BrFN2

A gas-phase ion, C8H11BrFN2 (charge +1) at a distorted geometry (the ωB97M-V functional and the def2-TZVPD basis, OMol25).

```
! wB97M-V def2-TZVPD RIJCOSX def2/J DEFGRID3
* xyz 1 1
N -1.82 0.37 0.99
H -2.79 2.27 0.81
N -2.06 1.64 0.47
C -0.73 -0.15 0.39
C 0.68 0.42 -1.62
H -2.06 -0.76 2.74
H 1.64 -1.55 1.40
F 1.23 -3.20 0.21
C 2.22 -1.33 -0.85
H -1.26 2.75 -1.15
H -3.06 0.79 2.57
C -1.08 1.97 -0.42
H 2.81 0.45 -1.82
C 1.60 -1.94 0.36
H -3.46 -0.73 1.70
C -2.69 -0.11 2.04
Br 2.54 1.08 0.56
H 0.61 1.14 -2.46
C 2.12 0.20 -1.04
H 3.36 -1.68 -0.65
H 2.14 -1.88 -1.78
C -0.29 0.83 -0.50
H 0.36 -0.58 -1.95
*
```

Calculated values
LUMO (spin up / spin down): -5.400 / -5.401 eV
E_HOMO (spin up / spin down): -12.5116 / -12.5114 eV
HOMO-LUMO gap (spin up / spin down): 7.1 / 7.1 eV
energy relative to the best compared isomer or geometry (same formula, charge and spin): 261.4 kJ/mol

These are the Mulliken partial charges, in e, on atoms 1 to 2:
1 N 0.3542
2 H 0.2473